Computed, not measured: a structure of composition C18H40OP2SiTi, with ωB97M-V/def2-TZVPD.

Computed properties:
DFT total energy, eV: -70925.8205
Spin multiplicity: 3
HOMO energy (alpha / beta), eV: -3.88 / -5.83
Energy above the lowest of the compared OMol25 structures with the same formula, charge and spin, kcal/mol: 0.00
Kohn-Sham gap (alpha / beta), eV: 3.95 / 5.86
E_LUMO (alpha / beta), eV: 0.1 / 0.0
Expectation value of S²: 2.01

Last column: Mulliken spin population.
Geometry (Å):
P: 1.725 2.090 0.212  0.06
P: -1.934 -0.027 1.472  -0.05
C: -0.096 1.626 -0.250  0.10
C: -1.360 1.690 0.674  0.03
H: -0.197 0.845 -1.044  -0.12
H: -0.205 2.435 -0.973  0.00
H: -1.106 2.208 1.615  0.00
H: -2.239 2.158 0.193  0.01
C: -2.724 -1.263 0.294  0.06
H: -3.058 -2.199 0.799  0.00
H: -1.991 -1.856 -0.332  -0.03
H: -3.559 -0.892 -0.346  0.01
C: -3.392 0.383 2.515  0.03
H: -4.348 0.377 1.943  0.00
H: -3.174 1.378 2.972  0.00
H: -3.378 -0.438 3.277  0.00
C: 3.171 1.162 -0.343  0.05
H: 3.957 1.297 0.430  0.00
H: 3.543 1.572 -1.283  0.02
H: 2.985 0.078 -0.483  -0.01
C: 1.773 3.844 0.014  0.03
H: 1.014 4.358 0.621  0.00
H: 1.565 4.070 -1.029  -0.01
H: 2.753 4.237 0.263  0.00
Ti: -0.417 -0.851 -0.869  1.23
C: -1.719 -0.296 -2.283  -0.17
C: -1.448 -1.740 -2.441  -0.03
C: -0.581 -2.355 -3.424  -0.01
C: 0.624 -1.555 -3.961  0.09
C: 1.097 -0.645 -2.814  0.25
C: 1.071 0.712 -2.805  0.66
C: -0.074 1.516 -3.357  -0.24
C: -1.380 0.737 -3.402  0.03
C: 1.962 1.645 1.945  0.02
H: -2.746 -0.089 -1.914  0.03
H: -2.211 -2.467 -2.102  0.01
H: -1.310 -2.553 -4.210  -0.01
H: -0.198 -3.323 -3.048  0.00
H: 1.393 -2.310 -4.209  -0.02
H: 0.360 -1.064 -4.920  0.00
H: 1.697 -1.215 -2.091  -0.06
H: 1.957 1.292 -2.576  -0.04
H: 0.136 1.827 -4.381  0.02
H: -0.150 2.451 -2.783  0.04
H: -2.195 1.472 -3.421  -0.01
H: -1.391 0.202 -4.362  0.01
H: 1.028 2.001 2.397  0.00
H: 2.898 2.065 2.394  0.00
H: 2.032 0.544 1.924  0.00
C: -0.582 -2.963 3.375  0.00
Si: 0.539 -1.724 2.426  0.02
C: 0.397 -0.280 3.689  0.00
C: 2.323 -2.191 3.006  0.00
O: 0.374 -1.487 0.793  0.00
H: -0.472 -2.711 4.449  0.00
H: -0.258 -4.022 3.255  0.00
H: -1.646 -2.880 3.103  0.00
H: 0.480 -0.729 4.698  0.00
H: 1.232 0.421 3.642  0.00
H: -0.542 0.267 3.575  0.00
H: 2.665 -3.171 2.631  0.00
H: 3.045 -1.396 2.751  0.00
H: 2.286 -2.272 4.106  0.00

Cartesian forces, eV/Å:
-1.46 -2.64 0.75
0.12 -0.29 -0.08
-0.32 0.29 -0.30
-0.42 -1.27 0.90
0.59 1.73 0.14
-0.23 0.28 0.10
-0.34 0.15 -0.29
0.74 0.09 -0.03
-0.15 -0.26 -0.34
-0.09 1.02 0.64
-0.60 0.70 0.09
0.72 -0.32 0.48
-0.10 0.29 -0.21
0.56 0.20 0.60
-0.51 -0.79 -0.04
-0.27 0.89 -0.45
0.89 0.14 -0.81
-0.44 -0.09 -0.39
0.07 -0.20 -0.05
-0.27 0.68 0.16
0.13 0.73 -0.30
0.17 -0.38 -0.05
0.00 0.11 -0.20
0.15 0.07 0.08
2.15 -2.79 0.79
-1.86 1.47 -1.70
-0.68 0.68 2.77
0.23 -1.19 -2.07
-0.74 -0.27 0.69
-0.18 -2.47 0.19
0.64 2.55 -0.11
0.64 -0.35 -0.30
-0.84 -0.58 -0.03
-0.24 0.80 -0.35
0.60 -0.11 -0.43
-0.01 0.61 -0.45
0.49 -0.75 -0.96
-0.32 0.24 -0.15
-0.01 0.51 0.04
0.29 0.21 0.78
0.78 0.27 -0.31
0.18 0.20 0.12
0.03 0.28 -0.22
-0.19 0.06 -0.17
0.03 -0.16 -0.23
-0.21 0.21 0.09
0.57 -0.33 0.67
-0.98 -0.16 -0.36
-0.19 0.62 0.12
0.22 -0.40 -0.47
0.35 0.08 0.98
0.24 0.16 0.18
-0.37 -0.44 -0.50
0.99 -0.47 1.62
-0.10 -0.13 -0.59
-0.31 0.59 -0.04
0.29 -0.09 0.11
-0.30 0.10 -0.45
-0.34 -0.24 0.26
0.23 0.02 0.43
0.10 0.47 0.00
-0.10 -0.40 0.02
-0.03 0.11 -0.38

Computed, not measured: a structure of composition C18H40P2PdSi, with ωB97M-V/def2-TZVPD.

Computed properties:
DFT total energy, eV: -49229.2191
Charge: +2
Spin multiplicity: 5
HOMO energy (alpha / beta), eV: -9.90 / -14.10
Energy above the lowest of the compared OMol25 structures with the same formula, charge and spin, kcal/mol: 0.00
Kohn-Sham gap (alpha / beta), eV: 4.88 / 7.57
E_LUMO (alpha / beta), eV: -5.0 / -6.5
Expectation value of S²: 6.01

Last column: Mulliken spin population.
Geometry (Å):
P: 1.863 2.607 0.905  0.04
P: 1.814 0.418 -2.521  0.02
C: 2.973 2.391 -0.569  0.00
C: 2.418 2.071 -1.999  0.00
H: 3.801 1.709 -0.303  0.00
H: 3.446 3.388 -0.639  0.00
H: 1.653 2.810 -2.302  0.00
H: 3.266 2.230 -2.692  0.00
C: 3.246 -0.692 -2.556  0.00
H: 2.899 -1.735 -2.623  0.01
H: 3.856 -0.578 -1.645  -0.01
H: 3.858 -0.460 -3.438  0.00
C: 1.229 0.577 -4.212  0.02
H: 2.102 0.586 -4.884  0.00
H: 0.670 1.516 -4.332  0.00
H: 0.586 -0.277 -4.473  0.00
C: 3.008 2.957 2.269  0.01
H: 2.450 3.004 3.212  0.00
H: 3.497 3.925 2.117  0.00
H: 3.775 2.181 2.358  0.00
C: 1.052 4.192 0.616  0.00
H: 0.645 4.271 -0.399  0.00
H: 1.783 4.997 0.759  0.00
H: 0.236 4.331 1.333  0.00
Pd: -3.059 -2.234 -1.043  1.68
C: 0.630 -0.369 -1.466  0.11
C: 1.269 -1.057 -0.334  0.48
C: 2.017 -0.444 0.710  0.10
C: 1.214 0.013 1.956  0.31
C: 0.690 1.462 1.773  0.11
C: -0.551 1.573 1.013  0.54
C: -0.533 1.703 -0.436  0.22
C: -0.729 0.415 -1.232  0.24
C: -3.276 -1.458 2.313  -0.01
H: 0.327 -1.191 -2.152  0.12
H: 0.952 -2.095 -0.187  -0.10
H: 2.544 0.413 0.254  -0.02
H: 2.771 -1.188 1.027  0.05
H: 0.351 -0.644 2.134  -0.05
H: 1.877 -0.044 2.831  0.01
H: 0.632 1.909 2.782  0.02
H: -1.491 1.636 1.568  -0.08
H: 0.475 2.079 -0.745  -0.09
H: -1.277 2.461 -0.758  0.03
H: -1.451 -0.245 -0.700  -0.06
H: -1.179 0.670 -2.203  0.01
H: -4.228 -0.936 2.434  0.00
H: -2.545 -0.733 1.917  0.01
H: -2.935 -1.758 3.309  0.00
C: -4.917 -2.558 -0.307  0.12
Si: -3.487 -2.939 1.206  0.10
C: -4.432 -4.321 2.064  0.01
C: -1.797 -3.687 0.784  0.01
H: -5.473 -1.882 0.355  0.00
H: -5.385 -3.541 -0.458  0.00
H: -4.900 -2.043 -1.307  0.01
H: -4.489 -5.206 1.416  0.00
H: -3.940 -4.627 2.998  0.00
H: -5.456 -4.010 2.312  0.00
H: -1.895 -4.773 0.626  0.00
H: -1.289 -3.258 -0.102  0.04
H: -1.162 -3.514 1.664  0.00

Cartesian forces, eV/Å:
1.01 1.24 1.25
1.16 -0.04 -0.06
0.24 -0.32 -0.52
0.22 0.48 -0.03
-0.41 0.29 -0.08
-0.25 -0.26 0.07
0.29 -0.26 0.15
-0.25 0.09 0.20
0.09 0.04 0.04
0.10 0.38 0.01
-0.22 -0.08 -0.34
-0.09 -0.05 0.26
-0.08 0.34 -0.15
-0.34 0.06 0.22
0.08 -0.34 -0.07
0.17 0.24 0.13
0.43 0.08 -0.12
0.10 0.01 -0.26
0.03 -0.22 -0.02
-0.11 0.09 0.00
-0.29 0.21 -0.12
0.04 -0.04 0.28
-0.09 -0.21 -0.01
0.12 -0.02 -0.12
2.49 0.37 -1.06
-1.95 -0.50 -0.57
-1.58 -1.53 -0.62
1.35 0.20 0.99
0.52 0.17 -0.09
0.36 -0.35 -0.14
-1.26 0.09 0.96
0.21 0.68 -0.93
0.43 -0.16 0.02
0.03 0.47 -0.12
-0.14 0.13 0.13
0.09 0.32 -0.09
0.03 -0.60 0.70
-0.09 0.46 0.09
0.30 0.16 -0.01
-0.27 0.09 -0.20
-0.18 0.06 -0.44
0.26 -0.11 -0.29
-0.87 0.05 0.09
0.33 -0.37 0.07
0.41 0.04 -0.56
0.15 -0.31 0.19
0.04 0.05 0.08
-0.24 -0.24 0.02
-0.07 -0.10 -0.10
-1.21 -0.21 0.42
-0.02 -0.91 0.37
-0.23 0.24 -0.12
0.02 -0.34 0.05
-0.26 -0.37 -0.08
-0.08 0.40 0.31
-0.89 -0.04 0.24
-0.01 0.22 0.12
-0.03 0.16 -0.22
0.21 -0.14 -0.03
0.07 0.37 0.04
0.10 -0.15 0.25
0.02 -0.02 -0.19

Computed, not measured: a structure of composition C18H41AuN2O2P3, with ωB97M-V/def2-TZVPD.

Computed properties:
DFT total energy, eV: -57939.1175
Charge: +3
Spin multiplicity: 3
HOMO energy (alpha / beta), eV: -14.65 / -16.94
Kohn-Sham gap (alpha / beta), eV: 5.92 / 4.70
E_LUMO (alpha / beta), eV: -8.7 / -12.2
Expectation value of S²: 2.02

Last column: Mulliken spin population.
Geometry (Å):
Au: -0.189 -0.160 0.385  0.14
P: 0.699 2.074 0.459  0.17
P: -1.595 0.412 2.424  0.21
P: 1.581 -1.317 -0.828  0.17
H: -2.574 -1.605 0.350  0.01
C: -1.578 -1.952 0.069  0.14
C: -0.673 -2.355 1.079  0.03
H: -0.895 -2.243 2.141  0.00
C: -0.483 2.935 -0.608  0.00
C: 0.735 3.169 1.908  0.01
C: 2.359 2.351 -0.218  0.01
C: -2.614 -0.921 3.162  0.02
C: -0.676 0.923 3.918  0.02
C: -2.807 1.725 2.082  0.00
C: 1.432 -3.114 -1.165  0.01
C: 3.204 -1.188 -0.033  0.01
C: 1.707 -0.638 -2.487  -0.01
H: -1.427 -2.322 -0.948  0.01
H: 0.156 -3.018 0.836  -0.01
H: 0.028 3.823 -0.989  0.00
H: -1.390 3.238 -0.067  0.00
H: -0.742 2.259 -1.433  0.00
H: 1.051 4.161 1.560  0.00
H: 1.466 2.805 2.643  0.00
H: -0.273 3.254 2.331  0.00
H: 2.499 3.434 -0.329  0.00
H: 2.462 1.880 -1.201  0.00
H: 3.123 1.978 0.481  0.00
H: -3.464 -0.463 3.689  0.00
H: -1.991 -1.483 3.874  0.00
H: -2.976 -1.606 2.388  0.01
H: -1.392 1.204 4.702  0.01
H: -0.016 1.769 3.720  0.00
H: -0.062 0.077 4.256  0.00
H: -3.420 1.866 2.982  0.00
H: -3.452 1.403 1.253  0.00
H: -2.318 2.668 1.805  0.00
H: 1.933 -3.350 -2.117  0.00
H: 0.379 -3.410 -1.233  0.01
H: 1.913 -3.673 -0.349  0.00
H: 3.910 -1.885 -0.502  0.01
H: 3.101 -1.436 1.030  0.00
H: 3.576 -0.164 -0.141  0.00
H: 2.277 -1.300 -3.146  0.00
H: 2.171 0.352 -2.471  0.00
H: 0.705 -0.505 -2.906  0.01
C: -0.813 0.940 -4.598  0.30
C: -1.672 1.942 -5.079  0.07
C: -2.491 1.644 -6.165  0.08
C: -2.451 0.373 -6.758  0.26
C: -1.540 -0.596 -6.311  0.06
C: -0.677 -0.293 -5.244  0.09
O: -0.194 1.109 -3.380  0.16
H: -0.319 2.022 -3.054  -0.01
H: -1.733 2.889 -4.548  0.00
H: -3.182 2.405 -6.531  0.01
H: -3.126 0.122 -7.579  0.00
H: -1.494 -1.587 -6.776  0.00
H: 0.035 -1.028 -4.864  0.00
N: 2.087 -1.464 5.387  0.00
C: 1.616 -2.218 4.320  0.00
N: 1.265 -3.484 4.719  0.00
O: 1.502 -1.793 3.170  0.00
H: 2.408 -1.983 6.200  0.00
H: 2.642 -0.667 5.112  0.00
H: 1.102 -4.164 3.998  0.00
H: 1.573 -3.821 5.619  0.00

Cartesian forces, eV/Å:
0.90 0.18 1.45
0.06 0.42 0.05
-0.19 0.09 1.06
0.80 -0.52 -0.26
0.31 0.07 -0.25
0.61 -1.73 1.52
-1.99 -0.29 -1.51
0.20 0.02 -0.46
0.28 0.33 -0.51
-0.01 -0.09 0.06
-0.03 0.15 -0.18
-0.01 -0.04 -0.26
0.13 0.14 -0.09
-0.09 -0.06 -0.03
-0.20 0.00 0.10
0.14 0.04 -0.06
0.13 -0.07 -0.53
-0.13 0.28 0.29
-0.13 0.48 0.18
-0.29 0.14 -0.12
0.31 -0.20 -0.23
-0.25 0.35 0.45
-0.05 -0.19 0.04
-0.32 0.18 -0.12
0.41 0.04 0.07
0.04 -0.18 -0.01
0.15 0.09 0.28
-0.30 0.05 -0.29
0.26 -0.24 -0.13
-0.26 0.16 -0.17
-0.19 0.11 0.35
0.15 -0.10 -0.15
-0.18 -0.26 0.20
-0.17 0.19 -0.09
0.12 0.14 -0.29
0.09 0.14 0.21
-0.22 -0.23 0.16
-0.11 0.06 0.40
0.32 -0.12 -0.12
-0.16 0.10 -0.29
-0.12 0.21 0.08
0.00 0.06 -0.16
0.05 -0.22 0.10
0.14 0.15 0.16
-0.01 -0.21 -0.09
0.64 -0.50 0.45
0.60 0.68 2.34
-1.26 0.23 -1.26
0.46 1.45 1.23
-0.26 -0.37 -0.57
1.65 -0.39 1.37
-0.76 -1.66 -1.37
-1.18 0.55 -2.43
-0.03 -0.23 -0.38
-0.05 -0.05 -0.25
0.17 -0.28 0.08
0.17 0.18 0.23
-0.03 0.51 0.15
-0.25 0.24 -0.24
-0.17 -0.24 -0.88
0.58 -0.52 1.36
-0.01 0.50 -0.52
-0.26 0.06 0.06
-0.03 0.47 -0.24
0.00 -0.04 0.22
-0.02 -0.10 0.05
-0.15 -0.09 -0.22